Entry 1:
# C21H25BBrN7O2Pd

A molecular structure, C21H25BBrN7O2Pd (wB97M-V/def2-TZVPD, the Open Molecules 2025 dataset).

```
58
C21H25BBrN7O2Pd, DFT wB97M-V/def2-TZVPD
Pd -0.01 -0.75 1.16
Br 1.65 -1.86 -1.90
O 0.65 -0.90 3.04
O 1.75 -2.30 4.40
N -1.29 0.74 1.53
N -1.43 1.70 0.57
N 1.36 1.13 0.04
N -1.06 -0.95 -0.59
N 1.46 -2.18 0.87
N -1.34 0.12 -1.36
N 0.62 1.69 -0.94
C 2.63 1.27 -0.30
C -2.21 2.68 1.05
C -2.58 0.69 -3.44
C -2.10 0.26 3.82
C 0.89 2.89 -3.12
C -1.54 -3.37 -0.50
C 1.91 -2.63 2.06
C -2.08 -0.26 -2.41
C -2.29 -1.63 -2.30
C 2.73 1.94 -1.53
C 2.05 -2.62 -0.23
C -2.57 3.90 0.28
C 2.86 -3.63 2.16
C 1.42 -1.90 3.30
C -1.62 -2.02 -1.13
C -2.00 1.12 2.60
C 3.40 -4.15 1.00
C 3.71 0.72 0.56
C 3.02 -3.62 -0.21
C -2.60 2.35 2.33
C 1.42 2.20 -1.91
B -0.90 1.55 -0.88
H 3.62 2.22 -2.07
H -3.23 2.92 2.99
H -1.52 -0.65 3.71
H 3.29 0.32 1.49
H -1.41 2.36 -1.60
H 0.40 2.20 -3.80
H -3.17 4.56 0.91
H -1.71 0.79 4.70
H -1.68 4.45 -0.05
H -0.51 -3.68 -0.32
H -2.85 -2.26 -2.97
H -3.13 0.14 -4.20
H -1.76 1.22 -3.93
H -3.24 1.43 -3.01
H 4.15 -4.94 1.04
H -3.14 0.01 4.01
H 3.45 -3.95 -1.14
H 4.44 1.49 0.83
H 0.17 3.66 -2.85
H -2.01 -4.11 -1.16
H -2.07 -3.38 0.45
H 1.72 3.37 -3.65
H -3.15 3.66 -0.61
H 4.26 -0.09 0.06
H 3.15 -3.94 3.15
```

Energy above the lowest of the compared OMol25 structures with the same formula, charge and spin (eV): 0.031
Charge: 0
HOMO-LUMO gap (hartree): 0.2972
HOMO energy (eV): -8.27


Entry 2:
# C3H8N2

2 unconnected molecules or ions with the total composition C3H8N2 at a distorted geometry (wB97M-V/def2-TZVPD, the Open Molecules 2025 dataset).

```
13
C3H8N2, DFT wB97M-V/def2-TZVPD
N 2.40 2.13 0.76
N -3.18 -2.62 -0.43
C 1.09 2.26 1.40
C 2.54 1.15 -0.02
C -2.57 -3.09 -1.43
H -2.37 -2.49 -2.32
H 0.99 3.28 1.77
H -2.30 -4.14 -1.53
H -3.08 -1.60 -0.49
H 0.28 2.16 0.66
H 1.88 0.29 0.09
H 3.45 1.13 -0.62
H 0.86 1.54 2.16
```

Energy above the lowest of the compared OMol25 structures with the same formula, charge and spin (eV): 3.287
Structure (SMILES): C=NC.C=N
Charge: 0
HOMO-LUMO gap (hartree): 0.3836
HOMO energy (eV): -9.70


Entry 3:
# C34H61Cl46NO4

24 unconnected molecules or ions with the total composition C34H61Cl46NO4 at a distorted geometry (wB97M-V/def2-TZVPD, the Open Molecules 2025 dataset).

```
146
C34H61Cl46NO4, DFT wB97M-V/def2-TZVPD
Cl 0.62 2.97 -5.85
Cl 3.29 2.12 -6.68
Cl -7.40 5.32 -1.50
Cl -3.70 1.65 -2.57
Cl -2.97 0.28 4.68
Cl -8.41 3.23 0.28
Cl 10.59 -3.12 -2.62
Cl -8.21 -2.01 9.93
Cl 5.43 -6.95 4.44
Cl 9.75 -0.33 0.60
Cl -3.10 -1.30 -4.03
Cl 2.09 -1.22 -8.43
Cl -3.35 3.62 -0.43
Cl -10.17 5.91 6.15
Cl -8.32 1.55 5.00
Cl -0.54 -1.87 7.40
Cl -17.10 8.43 1.30
Cl -5.90 -7.49 -4.23
Cl 5.97 -4.11 5.00
Cl -3.71 -8.67 -2.69
Cl 10.35 2.85 -4.04
Cl -1.73 -3.83 9.20
Cl 2.86 -5.15 6.56
Cl -0.28 -1.50 -3.27
Cl 11.50 0.02 -1.71
Cl 12.96 -3.36 -0.91
Cl 2.97 -1.88 3.97
Cl -2.55 -2.15 0.19
Cl -11.13 3.78 7.92
Cl -3.26 -4.63 -1.21
Cl 3.30 -3.14 8.65
Cl 4.60 -1.85 -7.05
Cl -5.48 -3.07 9.80
Cl -12.95 4.53 1.01
Cl -7.34 2.79 11.09
Cl -14.83 7.72 3.02
Cl 10.38 -0.05 -4.50
Cl 13.88 1.15 -4.04
Cl -6.85 -7.91 -8.90
Cl -9.36 -8.58 -7.55
Cl -4.89 0.28 6.89
Cl -8.27 1.63 8.57
Cl 13.66 3.19 -1.94
Cl -6.24 1.46 2.96
Cl 0.53 -1.11 2.56
Cl -10.95 3.46 2.85
O 3.88 4.86 -4.30
O 2.15 4.32 -2.95
O 5.79 2.04 -2.59
O 0.39 2.94 -2.50
N 3.51 -1.37 -2.43
C 3.65 -3.62 6.98
C 12.16 -3.90 -2.39
C -3.23 0.62 6.40
C -2.98 3.21 -2.11
C -11.51 4.88 1.96
C 14.24 2.82 -3.57
C -7.60 -8.48 -7.40
C 2.28 0.67 -2.41
C -6.69 -2.03 9.03
C 7.07 1.48 -2.85
C -7.03 3.80 -0.67
C 10.37 1.55 -5.24
C 3.57 -2.19 -8.45
C -15.69 7.39 1.51
C -3.82 -3.05 -0.64
C -4.32 -7.21 -3.47
C 7.68 0.85 -1.58
C -8.74 2.23 10.16
C 3.66 2.62 -3.43
C 1.91 -2.21 2.60
C -7.95 1.20 3.31
C 6.56 0.24 -0.71
C 2.59 2.04 -2.88
C 11.28 0.33 0.01
C -9.77 4.40 6.97
C 1.87 3.09 -7.09
C -1.77 -0.56 -3.13
C 5.63 -5.33 3.76
C 2.81 -0.67 -4.65
C 3.33 4.04 -3.66
C 4.98 2.02 -3.75
C -0.29 -3.38 8.29
C 2.92 -0.49 -3.14
C 1.55 3.11 -2.74
H -10.72 5.19 1.29
H 2.50 0.59 -1.34
H -0.06 -4.16 7.57
H 5.46 2.66 -4.51
H -1.91 3.16 -2.23
H -3.62 -6.91 -4.24
H 3.28 -2.85 6.31
H -2.56 0.00 6.98
H 3.29 -3.24 -8.42
H 9.49 1.64 -5.87
H 2.47 -2.10 1.68
H 1.20 0.55 -2.53
H -6.19 3.96 -0.02
H 4.12 -1.97 -9.35
H 3.85 -2.13 -3.01
H 15.31 2.96 -3.59
H -7.21 -9.46 -7.17
H 1.46 2.73 -8.03
H 4.89 1.03 -4.19
H 4.72 -3.74 6.86
H 6.46 -5.35 3.06
H 13.75 3.49 -4.27
H -4.43 -6.44 -2.73
H -4.65 -3.20 0.05
H -6.88 -2.41 8.03
H 5.88 -0.29 -1.37
H 2.08 -1.45 -4.86
H 8.22 1.62 -1.04
H -9.42 3.06 10.03
H -7.36 -7.78 -6.61
H 3.77 -1.05 -5.00
H 2.59 0.24 -5.21
H 11.27 1.66 -5.83
H 6.02 1.00 -0.15
H -8.19 0.16 3.11
H -8.93 4.57 7.63
H -2.05 -0.50 -2.09
H 7.01 0.68 -3.61
H 12.01 -4.97 -2.33
H 4.71 -5.05 3.25
H 7.73 2.25 -3.26
H -3.02 1.67 6.57
H 2.17 4.13 -7.18
H 6.96 -0.51 -0.04
H 0.54 -3.26 8.97
H -4.15 -2.47 -1.50
H 12.79 -3.65 -3.23
H -15.01 7.55 0.68
H -6.79 3.05 -1.42
H -3.40 3.98 -2.75
H -11.74 5.66 2.67
H -9.22 1.43 10.70
H -16.02 6.35 1.52
H 11.29 1.40 0.17
H 8.31 0.02 -1.88
H -9.51 3.66 6.22
H -6.30 -1.02 8.98
H -1.59 0.43 -3.53
H -8.53 1.85 2.67
H 1.53 -3.23 2.70
H 12.09 -0.14 0.56
```

Energy above the lowest of the compared OMol25 structures with the same formula, charge and spin (eV): 0.000
Charge: 0
HOMO-LUMO gap (hartree): 0.3415
HOMO energy (eV): -10.09


Entry 4:
# C3H7N3S

A single C3H7N3S molecule at a distorted geometry (wB97M-V/def2-TZVPD, the Open Molecules 2025 dataset).

```
14
C3H7N3S, DFT wB97M-V/def2-TZVPD
S 0.73 1.40 -0.25
N 0.10 -0.14 0.09
N -2.07 -0.17 0.49
N -2.29 -0.29 -0.89
C -0.85 -0.07 1.06
C 1.05 -1.19 0.08
C 2.34 -1.02 -0.24
H 1.01 1.60 1.11
H -1.33 -0.84 -1.31
H 2.97 0.06 -0.13
H -0.61 0.01 2.21
H 0.90 -2.24 0.44
H 2.97 -2.05 -0.39
H -3.05 -1.09 -1.18
```

Energy above the lowest of the compared OMol25 structures with the same formula, charge and spin (eV): 5.962
Structure (SMILES): C=CN(S)/C=N\N
Charge: 0
HOMO-LUMO gap (hartree): 0.3375
HOMO energy (eV): -8.58


Entry 5:
# C17H18N2O3S

A single C17H18N2O3S molecule (wB97M-V/def2-TZVPD, the Open Molecules 2025 dataset).

```
41
C17H18N2O3S, DFT wB97M-V/def2-TZVPD
S -4.18 2.56 0.21
O -3.05 -2.39 0.99
O 0.04 1.01 0.47
O 4.26 2.87 0.86
N -2.20 -0.32 1.21
N 2.00 0.17 -0.30
C -4.93 0.20 -0.43
C -4.21 0.85 0.51
C 0.72 0.05 0.13
C 0.37 -1.39 0.06
C 2.61 -1.08 -0.66
C 0.39 -4.15 -0.31
C 3.75 1.57 0.74
C -3.45 0.25 1.66
C 5.12 3.26 -0.18
C -2.12 -1.61 0.87
C 1.53 -3.43 -0.60
C 1.51 -2.06 -0.41
C -5.48 1.06 -1.41
C -5.16 2.36 -1.19
C -0.79 -2.11 0.36
C 2.69 1.43 -0.38
C -0.74 -3.49 0.16
H 5.92 2.53 -0.34
H -5.44 3.23 -1.76
H 2.42 -3.92 -0.97
H -3.24 1.01 2.41
H 3.48 -1.29 -0.03
H -1.64 -4.05 0.38
H -5.06 -0.87 -0.43
H 0.37 -5.22 -0.44
H 3.28 1.35 1.70
H 2.93 -1.08 -1.70
H -4.04 -0.56 2.09
H 4.59 3.42 -1.12
H 5.56 4.21 0.14
H -1.44 0.33 0.99
H 4.57 0.85 0.57
H 1.95 2.22 -0.25
H -6.08 0.73 -2.23
H 3.16 1.52 -1.36
```

Energy above the lowest of the compared OMol25 structures with the same formula, charge and spin (eV): 0.601
Structure (SMILES): COCCN1Cc2cccc(C(=O)NCc3cccs3)c2C1=O
Charge: 0
HOMO-LUMO gap (hartree): 0.3183
HOMO energy (eV): -8.49


Entry 6:
# ClH14NaO7

A molecular structure, ClH14NaO7 (wB97M-V/def2-TZVPD, the Open Molecules 2025 dataset).

```
23
ClH14NaO7, DFT wB97M-V/def2-TZVPD
Cl -1.64 -2.71 0.08
Na 0.06 -0.49 0.22
O 2.12 0.39 -1.14
O 0.21 -1.76 -2.34
O -0.97 2.09 1.21
O -1.39 0.57 -1.49
O -3.76 0.73 0.58
O 1.24 0.66 2.48
O 1.76 -2.09 0.74
H -1.70 1.46 -1.71
H 3.03 0.10 -1.20
H 1.59 -3.02 0.94
H 2.07 1.18 -1.69
H 0.66 0.35 3.19
H -0.92 0.25 -2.28
H -2.84 0.71 0.28
H 1.66 1.46 2.84
H -3.99 1.66 0.60
H -0.63 2.77 0.62
H -0.07 -2.44 -1.68
H 1.14 -1.60 -2.17
H -0.20 1.81 1.74
H 2.56 -2.08 0.19
```

Energy above the lowest of the compared OMol25 structures with the same formula, charge and spin (eV): 0.000
Charge: 0
HOMO-LUMO gap (hartree): 0.2484
HOMO energy (eV): -7.61


Entry 7:
# H4N2O2P

2 unconnected molecules or ions with the total composition H4N2O2P at a distorted geometry (wB97M-V/def2-TZVPD, the Open Molecules 2025 dataset).

```
9
H4N2O2P, DFT wB97M-V/def2-TZVPD
P -0.21 -0.03 0.57
O -1.30 0.25 1.58
O 1.59 -1.54 0.93
N -1.01 -0.51 -0.86
N 0.54 1.31 -0.12
H 1.38 0.67 -0.41
H -1.41 -1.38 -0.47
H 0.89 1.93 0.47
H -0.48 -0.70 -1.68
```

Energy above the lowest of the compared OMol25 structures with the same formula, charge and spin (eV): 5.654
Charge: -1
HOMO-LUMO gap (alpha / beta) (hartree): 0.2908 / 0.2902
HOMO energy (alpha / beta) (eV): -3.63 / -3.59


Entry 8:
# C14H32N4O8S

5 unconnected molecules or ions with the total composition C14H32N4O8S (wB97M-V/def2-TZVPD, the Open Molecules 2025 dataset).

```
59
C14H32N4O8S, DFT wB97M-V/def2-TZVPD
S -0.06 4.32 -3.00
O 2.28 -2.26 -2.78
O -1.33 3.96 -2.11
O -3.44 -1.84 -4.22
O -0.89 -0.11 -0.28
O 0.83 5.13 -2.24
O 0.56 0.01 5.13
O -0.50 4.74 -4.28
O 0.53 2.85 -3.10
N -1.38 -0.93 5.81
N -2.86 -0.79 -2.31
N 1.15 0.02 0.65
N 3.52 -0.75 -1.64
C -1.07 2.76 -1.35
C -2.58 -1.49 -3.43
C 2.02 0.49 1.73
C -0.82 0.35 2.05
C -0.17 1.93 -2.25
C 2.83 -1.18 -2.75
C -0.05 -0.98 5.50
C 0.63 -2.33 5.66
C 3.80 -1.73 -0.60
C 2.75 -0.21 -3.91
C -1.11 -1.78 -3.67
C -4.20 -0.42 -1.96
C -0.20 0.05 0.72
C -2.19 0.26 5.66
H 3.05 0.40 1.40
H -4.19 0.16 -1.04
H -2.92 0.31 6.46
H 4.61 -2.40 -0.89
H 3.57 0.51 -3.91
H 1.49 -2.16 6.30
H -1.54 1.13 5.69
H -4.83 -1.30 -1.79
H 4.14 -1.21 0.30
H -0.74 1.24 -2.87
H 1.89 -0.10 2.63
H -0.94 1.42 2.17
H -1.81 -0.10 2.05
H 1.82 0.35 -3.84
H -2.02 2.28 -1.18
H 1.00 -2.62 4.68
H -0.26 -0.05 2.89
H -0.01 -3.07 6.13
H -0.61 3.03 -0.40
H -2.09 -0.56 -1.69
H -1.84 -1.78 6.07
H -2.73 0.28 4.71
H -0.68 -0.99 -4.28
H 2.91 -2.28 -0.35
H 1.55 -0.22 -0.25
H 2.79 -0.78 -4.83
H -0.54 -1.86 -2.75
H 1.80 1.53 1.97
H 0.57 1.37 -1.68
H -1.03 -2.72 -4.21
H 4.23 -0.06 -1.78
H -4.68 0.17 -2.74
```

Energy above the lowest of the compared OMol25 structures with the same formula, charge and spin (eV): 0.000
Structure (SMILES): O=S1(=O)OCCO1.CNC(C)=O.CNC(C)=O.CNC(C)=O.CNC(C)=O
Charge: 0
HOMO-LUMO gap (hartree): 0.3434
HOMO energy (eV): -9.13


> Which value of charge does entry 1 give?

0


> energy above the lowest of the compared OMol25 structures with the same formula, charge and spin of number 2 (C3H8N2)?

3.287 eV


Repeat the fourth record exactly.
# C3H7N3S

A single C3H7N3S molecule at a distorted geometry (wB97M-V/def2-TZVPD, the Open Molecules 2025 dataset).

```
14
C3H7N3S, DFT wB97M-V/def2-TZVPD
S 0.73 1.40 -0.25
N 0.10 -0.14 0.09
N -2.07 -0.17 0.49
N -2.29 -0.29 -0.89
C -0.85 -0.07 1.06
C 1.05 -1.19 0.08
C 2.34 -1.02 -0.24
H 1.01 1.60 1.11
H -1.33 -0.84 -1.31
H 2.97 0.06 -0.13
H -0.61 0.01 2.21
H 0.90 -2.24 0.44
H 2.97 -2.05 -0.39
H -3.05 -1.09 -1.18
```

Energy above the lowest of the compared OMol25 structures with the same formula, charge and spin (eV): 5.962
Structure (SMILES): C=CN(S)/C=N\N
Charge: 0
HOMO-LUMO gap (hartree): 0.3375
HOMO energy (eV): -8.58


What did the fourth record say?
# C3H7N3S

A single C3H7N3S molecule at a distorted geometry (wB97M-V/def2-TZVPD, the Open Molecules 2025 dataset).

```
14
C3H7N3S, DFT wB97M-V/def2-TZVPD
S 0.73 1.40 -0.25
N 0.10 -0.14 0.09
N -2.07 -0.17 0.49
N -2.29 -0.29 -0.89
C -0.85 -0.07 1.06
C 1.05 -1.19 0.08
C 2.34 -1.02 -0.24
H 1.01 1.60 1.11
H -1.33 -0.84 -1.31
H 2.97 0.06 -0.13
H -0.61 0.01 2.21
H 0.90 -2.24 0.44
H 2.97 -2.05 -0.39
H -3.05 -1.09 -1.18
```

Energy above the lowest of the compared OMol25 structures with the same formula, charge and spin (eV): 5.962
Structure (SMILES): C=CN(S)/C=N\N
Charge: 0
HOMO-LUMO gap (hartree): 0.3375
HOMO energy (eV): -8.58